(1)
A structure of composition C26H29Cl2F8N5Na2O10P2V in a non-equilibrium geometry, computed with ωB97M-V/def2-TZVPD.

Results
Kohn-Sham gap, hartree: 0.087
Multiplicity: 1
Total charge: +1

Each line ends with the Löwdin charge.
Positions of all 85 atoms, in Å:
C (-3.64, -4.18, -7.38)  -0.089
C (-2.54, 2.07, 4.94)  -0.057
C (4.02, -1.31, -4.81)  -0.559
H (-1.38, 4.28, -0.81)  0.065
C (0.07, 0.67, -2.22)  -0.488
C (-2.40, -0.08, 0.64)  -0.319
O (-2.57, -1.00, 1.33)  0.179
H (2.58, 1.90, -1.63)  0.088
C (-1.63, 1.08, 4.59)  -0.033
C (-2.04, -5.37, -6.02)  -0.022
O (3.33, -1.56, -5.95)  0.071
P (-1.08, 2.90, 0.83)  0.683
H (2.73, 3.49, -1.26)  0.107
C (-1.18, -4.29, -6.13)  -0.280
H (-3.97, -6.14, -6.57)  0.106
O (4.95, -0.58, -4.73)  0.162
F (-3.29, 6.42, 4.82)  -0.212
H (-1.75, -6.24, -5.46)  0.114
N (3.93, 2.00, 0.54)  0.038
O (-0.06, 0.35, -3.35)  -0.071
H (-0.83, -2.33, -6.90)  0.106
H (-2.90, 3.80, 6.16)  0.118
O (0.91, -0.02, -1.31)  0.056
C (1.65, 1.03, 0.93)  -0.070
N (3.12, -3.05, 2.52)  0.125
Cl (-1.63, 0.72, -4.95)  0.567
C (-0.94, 2.99, 6.49)  -0.057
N (2.23, 3.52, 1.23)  0.079
H (-3.04, -2.23, -8.04)  0.111
H (2.41, 0.19, 1.01)  0.104
H (3.14, -6.07, 4.04)  0.114
F (-1.93, 5.93, 3.12)  -0.231
H (2.15, -1.36, 3.16)  0.117
F (-3.18, 8.32, 4.12)  -0.192
N (2.23, 2.63, -1.00)  0.099
H (4.11, 1.50, 1.41)  0.049
H (1.27, 1.17, 1.98)  0.109
C (-0.03, 2.00, 6.14)  -0.037
H (1.79, 4.25, 0.67)  0.069
O (-3.20, 0.96, -3.74)  -0.860
P (-3.21, 6.93, 3.27)  0.255
O (-0.70, 4.26, -0.10)  -0.315
N (-2.10, 0.57, -0.38)  0.164
C (-0.39, 1.06, 5.19)  -0.299
C (2.90, -5.02, 3.89)  -0.043
C (-2.19, 3.02, 5.89)  -0.045
H (2.13, -3.57, -3.76)  0.129
C (-0.82, 1.31, -0.21)  -0.504
H (-0.67, 3.74, 7.22)  0.115
Cl (-3.12, 3.14, 1.27)  0.301
C (2.45, 2.30, 0.40)  -0.615
F (-2.25, 7.69, 2.20)  -0.197
C (-1.52, -3.16, -6.84)  -0.019
H (1.45, -1.94, -3.90)  0.121
H (-1.88, 0.33, 3.84)  0.101
H (0.95, 1.95, 6.60)  0.103
H (0.23, -0.48, 0.50)  0.151
O (3.51, -2.02, -3.76)  0.052
H (2.93, -3.58, -6.02)  0.138
H (1.71, -4.82, 5.67)  0.042
O (-0.56, 1.76, -1.59)  -0.004
F (-4.46, 7.57, 2.46)  -0.192
C (0.51, 0.49, -0.02)  -0.239
Na (3.73, -2.05, 6.09)  0.856
C (1.82, -2.98, 4.54)  -0.102
F (0.02, -4.35, -5.51)  0.048
C (3.38, -4.34, 2.77)  -0.081
V (-4.91, 0.88, -3.35)  1.176
Na (2.21, -6.15, 6.81)  0.893
H (4.00, -4.84, 2.04)  0.134
H (4.21, 1.45, -0.27)  0.066
H (1.21, -2.40, 5.22)  0.117
C (2.28, -2.59, -4.20)  -0.135
C (-3.28, -5.31, -6.65)  -0.080
C (2.35, -2.40, 3.40)  -0.106
H (1.66, 3.30, 2.05)  0.048
C (-2.76, -3.10, -7.47)  -0.072
C (2.11, -4.32, 4.79)  -0.122
H (-3.52, 2.10, 4.48)  0.112
O (-6.57, 0.80, -2.97)  -0.640
H (-4.60, -4.13, -7.87)  0.105
F (-4.12, 5.63, 2.92)  -0.241
F (0.50, 0.09, 4.84)  -0.014
H (1.51, -2.53, -6.22)  0.110
C (2.45, -2.65, -5.69)  -0.133

(2)
A structure of composition C26H29F3GaN3O2S2 in a non-equilibrium geometry, computed with ωB97M-V/def2-TZVPD.

Results
Kohn-Sham gap, hartree: 0.322
Relative energy (zero: lowest compared OMol25 entry of this formula, charge and spin), kcal/mol: 21.9
Multiplicity: 1
Total charge: +2

Each line ends with the Löwdin charge.
Positions of all 66 atoms, in Å:
O (3.90, 3.90, 16.51)  -0.008
N (3.30, 1.83, 17.19)  -0.028
C (2.66, 2.88, 19.76)  -0.107
C (3.48, 3.12, 17.42)  -0.446
N (3.74, 4.59, 13.57)  -0.010
O (4.98, 6.36, 15.73)  -0.443
H (1.32, 5.51, 11.49)  0.111
H (9.08, 5.04, 11.24)  0.108
C (7.81, 2.33, 16.05)  -0.052
C (4.41, 3.71, 12.80)  -0.578
H (3.81, 5.60, 18.79)  0.081
H (5.77, 8.74, 14.25)  0.105
C (2.15, 5.02, 11.90)  -0.011
C (9.36, 6.49, 12.81)  -0.062
H (3.71, 2.03, 15.11)  0.040
C (1.97, 1.64, 19.23)  -0.136
C (7.36, 7.43, 13.66)  -0.296
H (3.51, 2.63, 20.40)  0.136
C (6.65, 8.26, 14.64)  -0.249
H (9.30, 8.10, 14.20)  0.120
C (6.62, 6.67, 12.80)  -0.051
H (2.29, 3.85, 10.10)  0.165
C (2.92, 0.91, 18.26)  -0.124
H (7.26, 9.11, 15.00)  0.129
C (4.59, 2.35, 10.57)  -0.631
H (6.05, 4.53, 17.91)  0.122
C (8.61, 3.24, 15.40)  -0.068
H (7.27, 6.68, 17.89)  0.129
H (2.65, 5.38, 17.55)  0.095
N (3.11, 3.65, 18.58)  -0.051
H (7.94, 1.28, 15.94)  0.115
C (3.93, 3.43, 11.56)  -0.061
F (4.34, 1.15, 11.03)  0.188
H (6.24, 2.11, 17.61)  0.133
H (2.22, 6.04, 13.78)  0.130
H (6.73, 5.24, 11.07)  0.139
C (2.77, 4.07, 11.11)  0.044
C (3.75, 1.24, 15.85)  0.034
H (1.09, 1.85, 18.66)  0.121
H (5.52, 6.86, 12.76)  0.132
C (2.67, 5.29, 13.17)  -0.031
H (3.84, 0.52, 18.74)  0.142
C (7.41, 6.56, 16.77)  -0.236
H (1.72, 0.97, 20.08)  0.145
C (6.71, 4.13, 17.17)  -0.121
C (8.51, 4.60, 15.62)  -0.013
F (4.09, 2.50, 9.34)  0.154
F (5.87, 2.49, 10.43)  0.186
H (2.38, 0.05, 17.83)  0.138
Ga (5.02, 4.56, 15.22)  0.264
C (7.50, 5.03, 16.46)  -0.260
C (8.60, 5.61, 11.99)  -0.039
C (8.77, 7.38, 13.63)  -0.059
H (9.13, 5.38, 15.06)  0.138
H (3.07, 0.41, 15.58)  0.106
H (10.41, 6.46, 12.86)  0.115
H (8.22, 7.16, 16.43)  0.083
C (2.89, 5.09, 18.57)  0.004
H (2.12, 5.39, 19.34)  0.125
C (6.83, 2.79, 16.97)  -0.071
H (1.94, 3.55, 20.31)  0.142
S (6.00, 7.43, 16.15)  1.118
C (7.24, 5.75, 11.95)  -0.084
H (4.78, 0.81, 15.89)  0.102
H (9.38, 2.88, 14.75)  0.122
S (5.89, 3.14, 13.65)  0.866

(3)
The molecule C26H29N3 in a non-equilibrium geometry, computed with ωB97M-V/def2-TZVPD.

Results
Kohn-Sham gap, hartree: 0.277
SMILES: C[C@H](CCN1C(Nc2ccccc2)=NC[C@@H]1Cc1ccccc1)c1ccccc1
Multiplicity: 1

Each line ends with the Löwdin charge.
Positions of all 58 atoms, in Å:
H (-2.72, -3.56, -0.36)  0.038
H (-0.87, -2.12, 0.94)  0.140
H (-5.37, 1.98, 0.52)  0.030
C (1.82, -2.12, 0.86)  -0.190
H (5.03, 2.98, -1.58)  0.018
H (0.02, -0.11, 1.70)  0.028
C (-0.02, 1.38, -1.31)  -0.192
C (1.77, -3.69, 1.32)  0.078
C (-0.64, -0.05, 0.99)  -0.095
C (2.91, 2.73, -1.27)  0.013
H (-2.67, -0.11, -2.75)  0.146
H (2.93, -0.74, 3.42)  0.058
C (-2.28, -1.34, -0.72)  -0.166
C (-4.08, 1.26, -2.46)  -0.077
H (1.34, -2.62, -1.05)  0.125
H (2.73, 3.07, -2.11)  0.019
C (4.56, 2.43, 0.42)  -0.107
H (0.21, 3.44, -1.48)  0.170
H (-0.17, 0.58, -3.37)  0.160
H (3.88, 1.87, 2.19)  0.101
C (-1.54, -1.14, 0.75)  -0.185
H (-5.57, 2.70, -1.54)  0.124
C (2.16, -3.65, 2.59)  -0.150
H (3.07, -3.01, 4.40)  0.134
C (2.35, -1.31, 1.66)  -0.125
H (-4.07, -2.72, 0.32)  0.070
H (-1.57, -1.52, -1.27)  0.030
H (-1.37, 0.84, 1.15)  0.152
C (2.32, 2.31, 0.94)  -0.047
H (-2.29, -1.41, 1.61)  0.140
H (-3.78, -2.80, -1.44)  0.105
C (-4.84, 1.46, -0.12)  0.011
N (1.13, -0.68, -2.10)  0.075
H (-3.86, -0.18, 1.20)  0.020
C (0.97, -0.86, -0.75)  -0.556
C (0.53, 2.67, -0.65)  -0.126
H (-1.19, 1.16, -1.34)  0.153
C (-3.23, 0.44, -1.96)  -0.169
H (2.26, -4.88, 3.00)  0.169
C (2.65, -2.64, 3.41)  -0.067
C (4.32, 2.76, -1.01)  0.077
N (1.33, -2.00, -0.36)  0.155
H (5.57, 2.51, 0.93)  0.133
C (-3.16, -0.15, -0.76)  -0.290
C (-3.98, 0.17, 0.32)  0.099
C (-4.81, 1.85, -1.43)  -0.119
H (1.53, -4.42, 0.87)  -0.012
H (-4.13, 1.67, -3.50)  0.137
H (1.42, 1.90, 1.78)  0.190
C (3.66, 2.30, 1.26)  -0.197
C (0.63, 0.72, -2.33)  -0.263
H (1.47, 1.08, -2.99)  0.106
C (1.88, 2.64, -0.32)  -0.301
C (-3.26, -2.66, -0.40)  -0.022
H (2.21, -0.10, 1.28)  0.181
N (0.31, 0.11, -0.34)  0.058
C (2.58, -1.41, 2.85)  -0.147
H (-0.07, 2.94, 0.38)  0.167

(4)
A structure of composition C26H29N3O2Re in a non-equilibrium geometry, computed with ωB97M-V/def2-TZVPD.

Results
Kohn-Sham gap (spin up / spin down), hartree: 0.237 / 0.246
Multiplicity: 2

Each line ends with the Löwdin charge.
Positions of all 61 atoms, in Å:
O (2.33, -0.62, 0.21)  -0.157
H (-0.71, -3.25, -0.49)  0.034
H (-2.96, 2.53, 3.57)  0.121
C (-3.12, 4.70, 2.07)  -0.204
C (3.20, -0.61, 1.13)  -0.636
C (0.40, 1.95, -1.36)  -0.201
H (-0.24, 0.63, -5.79)  0.113
H (3.54, -0.82, 3.24)  0.118
C (2.72, -1.03, 2.56)  -0.086
C (0.05, -2.91, 0.22)  -0.310
C (-2.49, 0.77, 0.69)  -0.322
C (-2.87, 2.33, 2.51)  -0.026
H (-0.31, -3.24, 1.21)  0.033
H (2.11, -3.36, 0.66)  0.105
H (0.32, 2.33, -4.11)  0.106
C (0.29, 2.43, 0.98)  -0.118
H (-2.56, 1.64, -1.27)  0.119
H (0.49, 4.48, 1.54)  0.111
C (0.69, 4.20, -0.58)  -0.068
H (1.17, -3.60, -2.23)  0.065
H (0.39, -5.54, -0.61)  0.077
C (0.25, 1.48, -0.04)  -0.226
N (-3.24, 5.78, 2.46)  0.155
H (-2.60, 0.23, 2.76)  0.107
C (1.35, -3.66, -0.07)  -0.521
C (-2.65, 1.05, 2.05)  -0.068
H (2.06, -5.71, -0.05)  0.072
O (4.37, -0.32, 0.98)  0.075
C (0.19, 0.99, -2.44)  -0.191
C (0.12, 1.32, -3.80)  0.007
Re (0.18, -0.67, -0.02)  1.619
H (1.32, -0.47, 4.09)  0.121
H (2.78, -4.02, -1.66)  0.079
C (-0.50, -0.91, -4.32)  -0.042
C (-0.20, 0.38, -4.74)  -0.039
C (1.91, -3.39, -1.46)  -0.095
H (0.89, 5.25, -0.77)  0.106
C (-2.96, 3.38, 1.60)  -0.249
H (-2.54, -0.77, -0.76)  0.064
C (0.49, 3.77, 0.73)  -0.067
C (1.13, -5.17, 0.11)  -0.093
H (0.11, -1.76, 2.57)  0.090
H (-0.80, -1.68, -5.02)  0.109
H (-2.42, -1.34, 0.91)  0.061
N (-0.04, -0.30, -2.06)  -0.067
H (-0.55, -0.25, 2.62)  0.069
C (-2.65, 1.83, -0.21)  -0.051
H (-0.62, -2.20, -2.61)  0.104
H (0.77, -5.40, 1.11)  0.070
C (0.65, 3.30, -1.61)  -0.026
H (1.57, 0.76, 2.83)  0.106
H (-2.94, 3.93, -0.47)  0.124
C (-2.87, 3.12, 0.23)  -0.019
C (-0.39, -1.20, -2.98)  -0.111
H (0.83, 3.64, -2.62)  0.100
C (1.46, -0.31, 3.01)  -0.224
N (0.26, -0.79, 2.30)  -0.053
H (2.23, -2.35, -1.55)  0.053
C (-2.08, -0.57, 0.21)  -0.215
H (2.55, -2.11, 2.55)  0.108
H (0.15, 2.12, 2.01)  0.085